No. 1
An isolated molecule of C5H9N, computed with wB97M-V/def2-TZVPD.

Each line ends with the Löwdin charge.
Geometry (Å):
1 C 0.11 -1.45 -0.84  -0.095
2 C 1.09 -1.26 0.30  -0.106
3 C -0.25 -0.60 0.35  -0.279
4 N -0.36 0.85 0.16  -0.272
5 C 0.54 1.61 0.78  -0.018
6 C -1.41 1.25 -0.56  -0.028
7 H 0.33 -0.92 -1.76  0.111
8 H -0.39 -2.40 -0.96  0.102
9 H 1.26 -2.09 0.98  0.104
10 H 1.95 -0.64 0.11  0.100
11 H -1.00 -0.97 1.04  0.153
12 H 1.23 1.14 1.46  0.053
13 H 0.47 2.68 0.68  0.062
14 H -1.97 0.50 -1.10  0.056
15 H -1.61 2.30 -0.64  0.059

Properties
Relative energy (zero: lowest compared OMol25 entry of this formula, charge and spin): 75.6 kcal per mole
HOMO level: -6.562 eV
Total charge: 0
HOMO-LUMO gap: 7.6 eV
Lowest unoccupied orbital energy: 1.08 eV

No. 2
The ion C5H8ClN2 with charge +1 at a distorted geometry, computed with wB97M-V/def2-TZVPD.

Each line ends with the Löwdin charge.
Geometry (Å):
1 C 0.12 -0.97 0.01  0.055
2 C 1.05 0.09 -0.02  -0.112
3 C -1.71 0.60 0.44  -0.403
4 C -2.28 -1.66 -0.14  -0.014
5 C 1.67 2.38 0.01  -0.119
6 N -1.29 -0.59 0.09  -0.165
7 N 0.75 1.39 -0.18  0.044
8 Cl -3.14 1.20 -0.10  0.877
9 H 0.31 -2.03 0.12  0.134
10 H 2.11 -0.30 0.07  0.155
11 H -3.04 -1.22 -0.70  0.037
12 H -1.92 -2.46 -0.69  0.080
13 H -2.86 -2.10 0.71  0.139
14 H 2.47 2.29 0.72  0.096
15 H 2.16 2.53 -0.95  0.124
16 H 1.33 3.32 0.29  0.073

Properties
Relative energy (zero: lowest compared OMol25 entry of this formula, charge and spin): 127.8 kcal per mole
HOMO level (alpha / beta): -13.913 / -13.295 eV
Total charge: +1
HOMO-LUMO gap (alpha / beta): 7.7 / 6.8 eV
Lowest unoccupied orbital energy (alpha / beta): -6.17 / -6.51 eV

No. 3
A cluster of 2 separate species, C4H4O in total at a distorted geometry, computed with wB97M-V/def2-TZVPD.

Each line ends with the Löwdin charge.
Geometry (Å):
1 C -0.73 -1.13 -1.53  0.005
2 C -1.02 1.32 1.42  0.167
3 C 1.06 0.09 1.15  -0.125
4 C -1.30 -0.06 -1.51  -0.027
5 O 0.03 0.86 1.23  -0.175
6 H -0.10 -1.89 -1.17  0.016
7 H 1.76 0.07 0.27  0.072
8 H 1.67 -0.18 2.00  0.044
9 H -1.38 0.93 -1.87  0.024

Properties
Relative energy (zero: lowest compared OMol25 entry of this formula, charge and spin): 180.3 kcal per mole
HOMO level: -7.731 eV
Total charge: 0
HOMO-LUMO gap: 8.2 eV
Lowest unoccupied orbital energy: 0.42 eV

No. 4
A structure of composition C4H13N3O2 at a distorted geometry, computed with wB97M-V/def2-TZVPD.

Each line ends with the Löwdin charge.
Geometry (Å):
1 C -1.34 0.88 0.79  -0.378
2 C -1.92 -0.17 -0.74  -0.212
3 C -0.38 1.90 0.22  -0.079
4 N -0.86 0.20 1.88  0.012
5 O -1.13 -0.03 -1.86  -0.128
6 H -0.83 -0.90 -2.20  0.058
7 H -2.33 1.30 1.00  0.106
8 H 0.11 -0.16 1.76  0.045
9 H -1.50 -0.47 2.29  0.080
10 H -2.82 0.44 -0.89  0.073
11 H -2.28 -1.17 -0.50  0.080
12 H -0.28 2.73 0.93  0.079
13 H -0.75 2.27 -0.73  0.074
14 H 0.58 1.42 0.04  0.054
15 C 2.71 -0.51 0.09  -0.195
16 O 1.59 -0.81 0.83  -0.253
17 N 0.30 -1.66 0.04  0.124
18 N 0.55 -2.08 -1.03  0.107
19 H 1.51 -1.93 -1.42  0.098
20 H 3.07 0.50 0.32  0.096
21 H 2.49 -0.51 -1.01  0.075
22 H 3.51 -1.25 0.21  0.084

Properties
Relative energy (zero: lowest compared OMol25 entry of this formula, charge and spin): 132.1 kcal per mole
HOMO level: -7.309 eV
Total charge: 0
HOMO-LUMO gap: 7.4 eV
Lowest unoccupied orbital energy: 0.11 eV

No. 5
A structure of composition C4H6O2Rb at a distorted geometry, computed with wB97M-V/def2-TZVPD.

Each line ends with the Löwdin charge.
Geometry (Å):
1 H -0.94 -0.31 -1.41  0.129
2 O 0.39 2.02 -0.40  -0.025
3 C -0.92 1.51 -0.28  -0.265
4 C -0.95 0.03 -0.37  -0.031
5 C -0.75 -0.90 0.58  -0.054
6 C 0.38 -1.82 0.57  -0.267
7 O 1.38 -1.70 -0.14  -0.046
8 H 0.85 1.87 0.43  0.094
9 H -1.55 1.90 -1.11  0.135
10 H -1.36 1.78 0.70  0.133
11 H 0.37 -2.62 1.33  0.124
12 H -1.36 -0.89 1.48  0.120
13 Rb 4.47 -0.87 -1.40  0.954

Properties
Relative energy (zero: lowest compared OMol25 entry of this formula, charge and spin): 8.4 kcal per mole
HOMO level: -12.258 eV
Total charge: +1
HOMO-LUMO gap: 8.3 eV
Lowest unoccupied orbital energy: -3.92 eV

Number 1: molar mass 83.134 Da. Number 2: molar mass 131.586 Da. Number 3: molar mass 68.075 Da. Number 4: molar mass 135.167 Da. Number 5: molar mass 171.558 Da.